21
Properties=species:S:1:pos:R:3:forces:R:3:mulliken_charge:R:1 method="wB97M-V/def2-TZVPD" spin_multiplicity=4 e_tot_ev=-119532.37361 s_squared=3.7805 total_charge=+3
C -0.365 1.736 2.708 -0.195 0.040 0.288 -0.440
O -0.655 0.420 2.308 0.146 0.143 -0.602 -0.403
B 0.357 -0.467 2.065 -0.244 0.148 1.094 0.626
O 0.781 -1.480 2.772 -0.171 -0.429 -1.014 -0.264
P 1.449 -0.042 0.392 -0.159 -0.722 -0.151 0.448
Br 3.043 -1.401 0.212 0.465 0.221 0.358 0.075
C 0.385 -0.288 -1.023 -0.084 -0.094 -0.359 0.987
C 0.924 -0.956 -2.131 0.075 0.018 -0.218 -0.650
C 0.131 -1.195 -3.252 -0.227 0.219 0.364 -0.450
N -1.137 -0.817 -3.299 -0.148 -0.104 -0.411 -0.334
C -1.693 -0.196 -2.260 0.297 -0.031 0.045 -0.719
C -0.972 0.122 -1.120 0.360 0.540 0.048 -0.198
H -1.278 2.335 2.743 -0.167 -0.101 0.044 0.411
H 0.362 2.205 2.003 0.501 -0.202 1.035 0.038
H 0.129 1.783 3.677 0.019 0.060 0.076 0.387
H 0.210 -2.214 3.060 0.132 0.115 0.529 0.402
H 1.946 -1.292 -2.152 0.156 -0.011 -0.021 0.358
H 0.560 -1.680 -4.118 -0.102 -0.085 -0.146 0.401
H -2.746 0.043 -2.332 -0.098 0.021 -0.064 0.393
H -1.513 0.628 -0.333 -0.232 -0.160 0.604 0.516
Er 0.081 2.755 0.081 -0.324 0.414 -1.499 1.415



19
Properties=species:S:1:pos:R:3:forces:R:3:mulliken_charge:R:1 method="wB97M-V/def2-TZVPD" spin_multiplicity=1 de_lowest_kcal_mol=111.6 total_charge=0
B 0.163 2.301 -0.727 -3.303 0.623 0.014 0.469
C -0.641 -0.410 -1.688 -0.636 0.135 -1.971 -0.173
C 0.797 -0.269 -1.502 -0.964 1.801 -0.114 -0.514
C -1.429 -1.183 -0.747 1.932 1.123 2.953 -0.372
C 0.148 0.859 -1.266 0.941 -2.120 0.030 0.104
C -0.790 -0.638 1.587 -1.284 1.591 -0.936 -0.020
C 0.954 -2.184 2.221 0.657 1.020 1.824 -0.489
N -1.142 -1.186 0.518 -0.432 -0.804 -1.474 -0.138
O 1.142 3.158 -0.986 1.245 2.465 -0.481 -0.488
O -1.022 2.912 -0.214 1.359 -0.173 0.317 -0.534
O 0.116 -0.978 2.416 1.274 -1.502 1.383 -0.253
H -1.059 -0.561 -2.744 0.659 0.739 1.312 0.272
H 1.638 -0.888 -1.635 1.006 -0.198 0.223 0.429
H -2.312 -1.570 -1.084 -2.198 -1.468 -0.612 0.494
H 0.439 -3.095 2.638 0.554 1.041 -0.373 0.247
H 1.897 -1.863 2.860 -1.757 -1.229 -1.631 0.189
H 1.108 -2.270 1.155 0.476 -0.256 -0.120 0.234
H 0.740 4.080 -0.966 1.242 -1.614 -0.023 0.284
H -0.747 3.786 0.164 -0.772 -1.174 -0.320 0.258



20
Properties=species:S:1:pos:R:3:forces:R:3:mulliken_charge:R:1 method="wB97M-V/def2-TZVPD" spin_multiplicity=1 de_lowest_kcal_mol=42.7 total_charge=0
O -1.883 1.525 -0.530 0.228 0.945 -0.351 -0.874
N -1.121 0.747 0.074 0.884 -0.439 1.490 0.753
O -1.735 -0.106 1.000 1.254 1.219 0.284 -0.369
B -2.746 -0.799 0.426 -1.659 -2.060 -0.982 0.610
O -3.303 -0.605 -0.800 0.037 0.727 0.286 -0.526
O -3.098 -1.905 1.146 -1.840 -0.283 -4.049 -0.497
C 0.179 0.624 0.080 0.417 -0.932 -0.389 0.249
C 0.875 1.490 -0.818 -0.405 -0.676 -0.377 -0.604
C 2.155 1.201 -1.116 -1.778 0.652 0.971 -0.430
C 2.947 0.185 -0.469 -3.081 -0.869 1.408 -0.520
C 2.397 -0.700 0.395 -1.436 2.313 -1.102 -0.586
C 0.931 -0.587 0.704 -3.280 -1.015 0.707 -0.116
H -3.152 0.329 -1.086 0.136 -0.858 0.131 0.398
H -2.869 -1.853 2.007 1.323 0.026 4.260 0.269
H 0.194 2.167 -1.347 0.890 0.114 0.096 0.394
H 2.517 1.843 -1.847 1.436 0.722 -1.267 0.419
H 3.907 0.174 -0.761 3.413 -0.493 -0.737 0.493
H 2.831 -1.544 0.828 1.203 -0.913 0.532 0.432
H 0.385 -1.570 0.299 1.070 1.880 0.690 0.238
H 0.590 -0.615 1.817 1.188 -0.060 -1.598 0.267



24
Properties=species:S:1:pos:R:3:forces:R:3:mulliken_charge:R:1 method="wB97M-V/def2-TZVPD" spin_multiplicity=1 e_tot_ev=-109517.28461 total_charge=+4
Bi 0.531 -0.444 -3.701 2.482 0.342 -3.025 1.554
Ga -0.615 0.644 -1.553 -0.944 3.366 1.933 0.230
Cl -1.924 2.071 -2.452 0.290 -0.833 -0.229 0.031
Cl 2.603 0.576 -2.827 -1.631 -0.828 -0.839 -0.075
C -0.658 -0.982 -0.445 0.030 -4.725 4.588 0.559
C 0.094 0.932 -6.128 -0.442 4.898 -3.694 0.136
C 0.608 -1.034 -6.476 0.993 -3.395 -5.105 0.102
O -0.504 -1.778 0.373 -0.620 3.220 -3.609 -0.017
O 0.079 1.523 -7.134 -0.014 -2.883 5.035 0.020
O 0.660 -1.295 -7.602 -0.242 0.988 4.815 0.036
C 1.550 0.191 3.562 0.209 0.019 0.449 -1.000
N 1.110 0.356 2.169 0.313 0.417 -0.947 -0.038
C 0.161 1.194 1.746 -0.271 -0.242 2.555 0.546
S 0.186 2.012 0.182 0.016 -0.330 -0.867 0.055
N -0.793 1.610 2.600 0.236 -0.932 -1.717 -0.156
C -1.291 0.895 3.786 -0.104 -0.060 0.523 -0.971
H 1.124 0.995 4.167 0.277 -0.281 -0.044 0.430
H 2.646 0.213 3.607 -0.089 0.213 -0.280 0.341
H 1.285 -0.795 3.952 -0.240 -0.034 0.000 0.421
H 1.753 0.006 1.457 -0.010 0.154 0.296 0.331
H -1.475 2.202 2.138 -0.115 0.617 0.464 0.300
H -1.047 1.465 4.695 -0.176 0.042 -0.158 0.398
H -2.375 0.790 3.705 0.033 0.252 -0.003 0.351
H -0.852 -0.093 3.880 0.018 0.017 -0.141 0.416



Please write out number 1 again, unchanged.
21
Properties=species:S:1:pos:R:3:forces:R:3:mulliken_charge:R:1 method="wB97M-V/def2-TZVPD" spin_multiplicity=4 e_tot_ev=-119532.37361 s_squared=3.7805 total_charge=+3
C -0.365 1.736 2.708 -0.195 0.040 0.288 -0.440
O -0.655 0.420 2.308 0.146 0.143 -0.602 -0.403
B 0.357 -0.467 2.065 -0.244 0.148 1.094 0.626
O 0.781 -1.480 2.772 -0.171 -0.429 -1.014 -0.264
P 1.449 -0.042 0.392 -0.159 -0.722 -0.151 0.448
Br 3.043 -1.401 0.212 0.465 0.221 0.358 0.075
C 0.385 -0.288 -1.023 -0.084 -0.094 -0.359 0.987
C 0.924 -0.956 -2.131 0.075 0.018 -0.218 -0.650
C 0.131 -1.195 -3.252 -0.227 0.219 0.364 -0.450
N -1.137 -0.817 -3.299 -0.148 -0.104 -0.411 -0.334
C -1.693 -0.196 -2.260 0.297 -0.031 0.045 -0.719
C -0.972 0.122 -1.120 0.360 0.540 0.048 -0.198
H -1.278 2.335 2.743 -0.167 -0.101 0.044 0.411
H 0.362 2.205 2.003 0.501 -0.202 1.035 0.038
H 0.129 1.783 3.677 0.019 0.060 0.076 0.387
H 0.210 -2.214 3.060 0.132 0.115 0.529 0.402
H 1.946 -1.292 -2.152 0.156 -0.011 -0.021 0.358
H 0.560 -1.680 -4.118 -0.102 -0.085 -0.146 0.401
H -2.746 0.043 -2.332 -0.098 0.021 -0.064 0.393
H -1.513 0.628 -0.333 -0.232 -0.160 0.604 0.516
Er 0.081 2.755 0.081 -0.324 0.414 -1.499 1.415